# C5H8O2

C5H8O2 as an isolated structure (ωB97M-V/def2-TZVPD, the OMol25 dataset).

The geometry in XYZ format:
```
15
Properties=species:S:1:pos:R:3:nbo_charge:R:1
O 2.01 -0.98 -0.42 -0.70
C 1.04 -0.39 0.41 0.08
C 0.63 1.03 -0.06 -0.46
C -0.75 0.66 -0.63 0.08
C -1.44 0.03 0.58 -0.43
C -0.37 -1.03 0.25 0.06
O -0.56 -0.69 -1.16 -0.53
H 1.73 -0.79 -1.33 0.47
H 1.47 -0.44 1.41 0.19
H 0.55 1.73 0.77 0.22
H 1.33 1.43 -0.80 0.22
H -1.24 1.33 -1.34 0.20
H -1.45 0.56 1.53 0.20
H -2.43 -0.35 0.32 0.22
H -0.52 -2.09 0.48 0.20
```

The spin multiplicity is 1. The calculation puts the HOMO energy at -9.74 eV. The calculation puts the calculated total energy at -9408.049 eV. Its charge is 0. The energy above the lowest of the compared OMol25 structures with the same formula, charge and spin comes out at 41.1 kcal per mole. The HOMO-LUMO gap is 10.754 eV.

=====

# C36H56O17

A 9-piece molecular cluster, C36H56O17 overall (ωB97M-V/def2-TZVPD, the OMol25 dataset).

The geometry in XYZ format:
```
109
Properties=species:S:1:pos:R:3:lowdin_charge:R:1
O -17.28 -24.48 13.07 0.07
C -18.10 -24.12 13.94 -0.38
C -19.27 -23.13 13.87 -0.08
C -19.61 -22.89 15.30 -0.17
C -19.16 -24.21 15.95 -0.18
O -18.02 -24.58 15.22 0.03
H -19.02 -22.15 13.45 0.12
H -20.09 -23.57 13.31 0.13
H -19.13 -22.02 15.75 0.12
H -20.68 -22.90 15.51 0.12
H -19.05 -23.86 16.98 0.13
H -19.93 -24.97 15.96 0.13
O -15.00 -20.33 14.92 0.09
C -14.79 -19.40 14.16 -0.45
C -15.59 -18.06 14.12 -0.07
C -14.54 -17.20 13.47 -0.16
C -13.71 -18.13 12.60 -0.15
O -13.80 -19.41 13.26 0.02
H -16.55 -18.03 13.61 0.12
H -15.73 -17.63 15.11 0.12
H -15.12 -16.43 12.95 0.12
H -13.89 -16.68 14.18 0.12
H -13.99 -18.24 11.55 0.10
H -12.64 -17.94 12.68 0.12
O -16.33 -18.75 10.58 0.11
C -17.31 -18.59 9.89 -0.36
C -18.07 -19.62 9.03 -0.08
C -18.67 -18.78 7.96 -0.19
C -18.88 -17.45 8.59 -0.22
O -17.89 -17.37 9.49 0.00
H -17.39 -20.26 8.47 0.10
H -18.87 -20.07 9.62 0.14
H -18.07 -18.68 7.06 0.12
H -19.64 -19.22 7.71 0.12
H -18.72 -16.75 7.76 0.14
H -19.75 -17.36 9.24 0.14
O -8.13 -25.94 10.24 0.09
C -8.93 -26.85 10.16 -0.44
C -10.45 -26.76 9.80 -0.06
C -10.68 -28.19 9.40 -0.19
C -9.59 -29.02 10.09 -0.17
O -8.53 -28.12 10.31 0.03
H -11.05 -26.59 10.69 0.12
H -10.74 -26.10 8.99 0.12
H -11.63 -28.57 9.78 0.11
H -10.70 -28.44 8.33 0.11
H -10.08 -29.37 11.00 0.12
H -9.22 -29.84 9.48 0.13
O -14.43 -22.83 6.10 0.09
C -14.33 -21.61 5.97 -0.46
C -14.29 -20.85 4.67 -0.10
C -14.54 -19.44 5.00 -0.15
C -14.47 -19.37 6.53 -0.11
O -14.40 -20.74 6.99 0.01
H -13.40 -21.13 4.12 0.14
H -15.13 -21.37 4.20 0.13
H -13.80 -18.83 4.49 0.12
H -15.54 -19.15 4.67 0.11
H -13.56 -18.85 6.85 0.10
H -15.32 -18.84 6.96 0.11
O -10.81 -18.13 7.00 0.05
C -10.80 -18.57 8.18 -0.38
C -9.72 -18.72 9.22 -0.08
C -10.46 -18.93 10.53 -0.15
C -11.77 -19.57 10.08 -0.15
O -11.93 -19.17 8.70 0.01
H -9.01 -19.51 9.00 0.14
H -9.12 -17.82 9.39 0.13
H -9.96 -19.55 11.28 0.13
H -10.75 -17.98 10.96 0.11
H -11.63 -20.64 10.23 0.13
H -12.66 -19.30 10.65 0.08
O -13.18 -24.98 9.88 0.11
C -13.92 -24.06 10.16 -0.48
C -15.35 -24.00 10.43 -0.06
C -15.67 -22.49 10.57 -0.13
C -14.35 -21.81 10.31 -0.17
O -13.37 -22.84 10.29 0.03
H -15.94 -24.29 9.56 0.12
H -15.67 -24.43 11.38 0.10
H -16.54 -22.16 10.00 0.10
H -15.82 -22.46 11.65 0.10
H -14.29 -21.24 9.39 0.11
H -14.23 -21.18 11.20 0.11
O -10.26 -24.71 15.65 0.09
C -11.37 -24.65 15.15 -0.46
C -12.52 -25.61 15.26 -0.03
C -13.63 -24.84 14.38 -0.12
C -13.07 -23.46 14.14 -0.18
O -11.70 -23.53 14.46 0.03
H -12.29 -26.63 14.97 0.12
H -12.82 -25.67 16.30 0.12
H -13.76 -25.33 13.41 0.10
H -14.60 -24.77 14.87 0.10
H -13.22 -23.01 13.16 0.12
H -13.66 -22.87 14.84 0.11
C -18.49 -22.28 6.26 -0.20
C -17.99 -23.63 6.57 -0.17
C -19.06 -24.08 7.51 -0.25
O -20.24 -23.65 6.96 -0.08
C -20.00 -22.41 6.38 -0.20
H -18.14 -21.94 5.29 0.12
H -18.11 -21.55 6.97 0.08
H -16.99 -23.59 7.02 0.11
H -17.96 -24.12 5.60 0.13
H -18.85 -23.76 8.53 0.12
H -18.95 -25.14 7.74 0.13
H -20.35 -21.54 6.95 0.11
H -20.38 -22.39 5.36 0.12
```

As for the SMILES: O=C1CCCO1.O=C1CCCO1.O=C1CCCO1.O=C1CCCO1.O=C1CCCO1.O=C1CCCO1.O=C1CCCO1.O=C1CCCO1.C1CCOC1. The spin multiplicity is 1. The calculation puts the HOMO energy at -9.41 eV. The calculation puts the calculated total energy at -73045.142 eV. Its charge is 0. The HOMO-LUMO gap is 9.429 eV.

=====

# C11H11O2S

An isolated ion of composition C11H11O2S and charge +1 (ωB97M-V/def2-TZVPD, the OMol25 dataset).

The geometry in XYZ format:
```
25
Properties=species:S:1:pos:R:3:nbo_charge:R:1
C 0.79 -0.08 -1.15 -0.05
C -0.94 -1.00 0.27 -0.10
C 0.74 -1.07 -2.07 -0.33
C -0.97 -2.04 -0.58 -0.25
C 0.03 0.03 -0.02 -0.33
C -0.23 -2.06 -1.79 0.43
C 1.21 3.14 2.33 -0.48
C 0.27 1.07 0.92 0.66
C -0.08 2.75 2.48 0.26
C -1.08 3.12 3.56 -0.67
C 0.22 -3.46 -3.64 -0.30
O -0.51 1.56 1.77 -0.41
O -0.55 -3.16 -2.50 -0.44
S 2.32 2.52 1.26 0.33
H 1.68 0.66 -1.19 0.24
H -1.60 -0.83 1.19 0.25
H 1.42 -1.01 -2.89 0.26
H -1.61 -2.87 -0.49 0.25
H 1.49 3.89 3.01 0.28
H -0.45 3.21 4.52 0.25
H -1.85 2.38 3.70 0.26
H -1.36 4.21 3.34 0.26
H 1.31 -3.48 -3.57 0.20
H -0.15 -3.04 -4.56 0.21
H -0.09 -4.43 -3.88 0.22
```

The spin multiplicity is 1. The calculation puts the HOMO energy at -12.04 eV. The calculation puts the calculated total energy at -26504.303 eV. Its charge is +1. The energy above the lowest of the compared OMol25 structures with the same formula, charge and spin comes out at 0.0 kcal per mole. The HOMO-LUMO gap is 6.522 eV.

=====

# C4H9N

A single C4H9N molecule (ωB97M-V/def2-TZVPD, the OMol25 dataset).

The geometry in XYZ format:
```
14
Properties=species:S:1:pos:R:3:nbo_charge:R:1
C 0.49 0.34 1.51 -0.63
C -0.72 0.22 0.61 -0.07
C -0.81 0.92 -0.69 -0.26
N -0.76 -0.52 -0.64 -0.40
C 0.45 -1.13 -1.16 -0.42
H 0.36 1.21 2.16 0.22
H 0.60 -0.54 2.14 0.21
H 1.41 0.49 0.95 0.21
H -1.65 0.11 1.17 0.19
H 0.09 1.44 -1.03 0.18
H -1.75 1.36 -1.03 0.20
H 0.31 -1.31 -2.23 0.20
H 1.35 -0.50 -1.05 0.16
H 0.63 -2.09 -0.68 0.20
```

As for the SMILES: C[C@H]1CN1C. The spin multiplicity is 1. The calculation puts the HOMO energy at -8.85 eV. The calculation puts the calculated total energy at -5782.709 eV. Its charge is 0. The energy above the lowest of the compared OMol25 structures with the same formula, charge and spin comes out at 25.4 kcal per mole. The HOMO-LUMO gap is 10.044 eV.

=====

# C26H70Ag2N5O9

C26H70Ag2N5O9 as an isolated structure (ωB97M-V/def2-TZVPD, the OMol25 dataset).

The geometry in XYZ format:
```
112
Properties=species:S:1:pos:R:3:mulliken_spin:R:1
Ag -0.10 2.36 -4.31 0.00
Ag -1.35 -0.78 -5.24 0.00
C 0.74 -0.55 -1.16 0.00
C -0.13 0.18 -2.12 0.00
O -0.05 1.42 -2.22 0.00
O -0.93 -0.51 -2.84 0.01
H 1.72 -0.52 -1.66 0.00
H 0.46 -1.58 -0.96 0.00
H 0.84 0.00 -0.23 0.00
C -1.26 -4.54 -3.90 0.00
C 0.00 -3.70 -3.91 0.00
C 1.22 -4.57 -4.19 0.00
O 2.40 -3.81 -4.36 0.00
C 2.89 -3.01 -3.30 0.00
N -0.14 -2.70 -4.99 0.00
H -1.27 -5.33 -3.15 0.00
H -1.43 -5.09 -4.83 0.00
H -2.13 -3.92 -3.67 0.00
H 0.01 -3.21 -2.93 0.00
H 1.12 -5.14 -5.11 0.00
H 1.36 -5.27 -3.35 0.00
H 3.95 -3.21 -3.17 0.00
H 2.39 -3.11 -2.33 0.00
H 2.74 -1.97 -3.59 0.00
H -0.34 -3.24 -5.83 0.00
H 0.80 -2.36 -5.21 0.00
C 0.14 4.40 2.73 0.00
C -0.53 3.58 1.64 0.00
C -1.51 4.51 0.90 0.00
O -2.06 4.06 -0.34 0.00
C -2.98 3.02 -0.13 0.00
N 0.58 3.09 0.79 0.00
H 0.83 3.90 3.41 0.00
H -0.60 4.78 3.44 0.00
H 0.66 5.31 2.42 0.00
H -1.01 2.70 2.08 0.00
H -1.00 5.43 0.62 0.00
H -2.25 4.89 1.61 0.00
H -2.40 2.15 0.21 0.00
H -3.47 2.67 -1.04 0.00
H -3.78 3.25 0.58 0.00
H 1.05 3.93 0.45 0.00
H 0.22 2.77 -0.12 0.00
C -1.03 -2.69 6.37 0.03
C 0.25 -3.02 5.64 0.00
C 1.00 -1.81 5.03 0.06
O 0.08 -1.24 4.11 0.01
C 0.63 -0.16 3.36 -0.01
N 1.15 -3.66 6.60 0.84
H -1.64 -2.05 5.73 0.00
H -0.82 -2.06 7.23 -0.01
H -1.63 -3.55 6.65 0.00
H 0.09 -3.69 4.78 0.09
H 1.91 -2.19 4.55 0.00
H 1.23 -1.01 5.74 0.00
H -0.17 0.20 2.71 0.00
H 1.47 -0.51 2.75 0.00
H 0.98 0.67 3.98 0.00
H 2.02 -4.06 6.22 -0.02
H 0.70 -4.44 7.10 -0.01
C 0.07 6.53 -2.25 0.00
C 0.45 5.28 -3.09 0.00
C 1.72 4.63 -2.64 0.00
O 1.96 3.53 -3.53 0.00
C 3.09 2.77 -3.14 0.00
N -0.70 4.34 -3.06 0.00
H -0.91 6.90 -2.53 0.00
H 0.87 7.27 -2.33 0.00
H 0.10 6.30 -1.18 0.00
H 0.50 5.75 -4.08 0.00
H 1.67 4.29 -1.60 0.00
H 2.55 5.32 -2.79 0.00
H 3.23 2.01 -3.91 0.00
H 2.91 2.16 -2.25 0.00
H 4.02 3.34 -3.03 0.00
H -1.50 4.86 -3.42 0.00
H -1.02 4.09 -2.12 0.00
C -4.13 -0.37 -0.78 0.07
C -3.16 -1.48 -0.40 0.08
C -3.83 -2.35 0.72 0.11
O -3.88 -1.54 1.86 0.38
C -2.94 -1.82 2.88 0.02
N -2.71 -2.34 -1.42 0.29
H -3.84 0.09 -1.72 0.00
H -4.09 0.48 -0.10 0.01
H -5.18 -0.64 -0.87 -0.01
H -2.28 -1.04 0.08 -0.01
H -3.34 -3.31 0.88 -0.02
H -4.83 -2.68 0.42 0.02
H -2.66 -2.86 3.01 0.00
H -3.38 -1.31 3.74 0.02
H -2.03 -1.25 2.67 0.02
H -3.47 -2.88 -1.85 -0.01
H -2.27 -1.76 -2.17 0.00
C 4.37 1.51 2.50 0.00
C 4.10 1.87 1.02 0.00
O 3.44 3.13 0.94 0.00
H 4.53 0.43 2.61 0.00
H 3.49 1.76 3.10 0.00
H 5.19 2.11 2.88 0.00
H 3.52 1.09 0.51 0.00
H 5.10 1.92 0.60 0.00
H 2.53 2.92 1.24 0.00
C 0.35 -3.36 1.34 0.00
C 0.29 -4.29 0.13 0.00
O -1.06 -4.41 -0.29 0.01
H 1.38 -3.05 1.56 0.00
H 0.04 -3.82 2.28 0.00
H -0.20 -2.42 1.26 0.00
H 0.72 -5.26 0.38 0.00
H 0.98 -3.94 -0.64 0.00
H -1.36 -3.56 -0.66 -0.01
```

The spin multiplicity is 3. The calculation puts the HOMO energy (spin up / spin down) at -15.34 / -15.34 eV. The calculation puts the calculated total energy at -61941.539 eV. Its charge is +3. The HOMO-LUMO gap (spin up / spin down) is 7.193 / 3.057 eV.

=====

# C3H11N3O

C3H11N3O as an isolated structure (ωB97M-V/def2-TZVPD, the OMol25 dataset).

The geometry in XYZ format:
```
18
Properties=species:S:1:pos:R:3:nbo_charge:R:1
C 0.58 1.28 -1.16 -0.42
C 1.05 0.83 1.18 -0.42
N 0.18 0.61 0.06 -0.61
H -1.31 0.69 0.34 0.45
H 1.58 0.94 -1.48 0.16
H -0.12 1.07 -1.96 0.21
H 2.07 0.46 0.97 0.15
H 0.67 0.32 2.06 0.20
H 1.14 1.90 1.42 0.20
H 0.62 2.37 -1.02 0.19
C -0.79 -0.95 -0.17 0.76
N -0.37 -1.83 0.84 -0.89
O -0.58 -1.39 -1.45 -0.70
N -1.97 -0.28 0.07 -0.95
H 0.07 -2.11 -1.43 0.48
H -1.00 -1.85 1.63 0.42
H 0.63 -1.98 0.89 0.39
H -2.47 -0.10 -0.79 0.37
```

The spin multiplicity is 1. The calculation puts the HOMO energy at -7.87 eV. The calculation puts the calculated total energy at -9804.959 eV. Its charge is 0. The energy above the lowest of the compared OMol25 structures with the same formula, charge and spin comes out at 70.1 kcal per mole. The HOMO-LUMO gap is 8.585 eV.

=====

# C3H3LaLiO2

C3H3LaLiO2 as an isolated structure (ωB97M-V/def2-TZVPD, the OMol25 dataset).

The geometry in XYZ format:
```
10
Properties=species:S:1:pos:R:3:nbo_charge:R:1
C 0.13 -0.98 -0.25 0.11
C -0.94 -1.72 -0.53 -0.45
H -0.82 -2.64 -1.09 0.22
H 1.13 -1.23 -0.62 0.15
H -1.95 -1.32 -0.41 0.21
O 0.06 0.27 0.27 -0.68
C 0.81 1.48 -0.39 0.28
O 0.29 2.51 0.03 -0.71
Li 2.75 0.90 0.36 0.93
La -1.47 2.73 2.62 0.94
```

The spin multiplicity is 1. The calculation puts the HOMO energy (spin up / spin down) at -9.62 / -9.64 eV. The calculation puts the calculated total energy at -8307.141 eV. Its charge is +1. The energy above the lowest of the compared OMol25 structures with the same formula, charge and spin comes out at 59.4 kcal per mole. The HOMO-LUMO gap (spin up / spin down) is 5.370 / 5.308 eV.

=====

# C37H37AsBiBr2N7OS3Si2

C37H37AsBiBr2N7OS3Si2 as an isolated structure (ωB97M-V/def2-TZVPD, the OMol25 dataset).

The geometry in XYZ format:
```
91
Properties=species:S:1:pos:R:3:lowdin_charge:R:1
Bi -1.08 -0.23 -0.57 1.06
N -5.10 1.88 -2.17 0.04
C -3.87 1.57 -1.61 -0.86
S -3.33 -0.04 -1.96 0.54
N -3.32 2.53 -0.93 0.00
N -2.14 2.21 -0.30 -0.04
C -1.32 3.19 -0.19 -0.23
C -1.60 4.54 -0.77 -0.20
C -0.92 4.92 -1.92 -0.03
C -1.17 6.17 -2.48 -0.08
C -2.07 7.03 -1.89 -0.11
C -2.75 6.65 -0.74 -0.10
C -2.52 5.40 -0.18 -0.04
C 0.00 2.97 0.45 -0.25
C 0.89 4.02 0.66 -0.01
C 2.12 3.75 1.23 -0.07
C 2.44 2.44 1.55 -0.04
C 1.50 1.45 1.31 -0.12
N 0.31 1.72 0.80 0.01
H -5.36 1.34 -2.97 0.06
H -5.26 2.87 -2.24 0.08
H -0.24 4.22 -2.39 0.09
H -0.65 6.45 -3.39 0.10
H -2.26 8.01 -2.33 0.09
H -3.47 7.32 -0.28 0.09
H -3.06 5.08 0.70 0.11
H 0.62 5.03 0.39 0.11
H 2.82 4.55 1.41 0.10
H 3.40 2.18 1.99 0.10
H 1.68 0.41 1.54 0.09
S 0.34 1.21 -2.85 0.43
C -0.40 0.19 -4.04 -0.77
C -0.74 0.75 -5.28 -0.09
C -1.35 0.02 -6.30 -0.21
C -1.66 0.67 -7.53 -0.20
N -1.90 1.22 -8.52 0.13
C -1.64 -1.33 -6.09 -0.21
C -1.32 -1.90 -4.86 -0.09
C -0.70 -1.19 -3.84 -0.74
S -0.32 -2.09 -2.37 0.42
C -2.28 -2.12 -7.10 -0.20
N -2.79 -2.76 -7.90 0.13
H -0.51 1.79 -5.45 0.10
H -1.56 -2.94 -4.69 0.10
C -1.96 2.16 3.49 -0.05
C -0.84 1.48 4.23 -0.33
C -0.48 1.88 5.53 -0.04
C 0.55 1.24 6.17 -0.06
C 1.23 0.19 5.52 -0.21
C 2.31 -0.54 6.08 -0.66
Br 2.93 -0.16 7.85 0.66
C 2.92 -1.54 5.37 -0.22
C 2.50 -1.86 4.08 -0.62
Br 3.39 -3.26 3.15 0.69
C 1.43 -1.21 3.41 -0.47
O 1.03 -1.48 2.25 -0.15
C 0.80 -0.14 4.21 -0.14
N -0.21 0.52 3.61 0.16
H -2.90 2.10 4.04 0.07
H -2.10 1.68 2.52 0.04
H -1.75 3.22 3.32 0.07
H -1.01 2.69 6.02 0.10
H 0.84 1.53 7.17 0.06
H 3.74 -2.10 5.81 0.08
C -5.18 0.06 1.49 -0.24
Si -4.56 -1.72 1.34 0.15
C -5.26 -2.63 2.85 -0.25
C -5.41 -2.51 -0.15 -0.24
As -2.25 -1.64 1.62 0.62
Si -1.67 -3.89 1.36 0.17
C -2.90 -4.92 0.37 -0.24
C -1.65 -4.60 3.11 -0.24
C 0.04 -4.14 0.63 -0.23
H -6.27 0.08 1.44 0.02
H -4.79 0.71 0.71 -0.01
H -4.87 0.47 2.46 0.01
H -6.33 -2.42 2.95 0.02
H -4.76 -2.32 3.76 0.01
H -5.14 -3.72 2.75 0.01
H -6.44 -2.14 -0.18 0.02
H -5.44 -3.60 -0.05 0.00
H -4.93 -2.26 -1.09 -0.02
H -3.85 -5.03 0.89 0.00
H -2.47 -5.92 0.22 0.02
H -3.09 -4.48 -0.61 0.02
H -2.56 -4.36 3.65 0.01
H -0.80 -4.18 3.66 0.02
H -1.53 -5.69 3.09 0.02
H 0.03 -4.03 -0.46 -0.03
H 0.36 -5.16 0.87 0.03
H 0.75 -3.44 1.06 -0.01
```

The spin multiplicity is 1. The calculation puts the HOMO energy at -2.11 eV. The calculation puts the calculated total energy at -306478.636 eV. Its charge is -2. The energy above the lowest of the compared OMol25 structures with the same formula, charge and spin comes out at 0.0 kcal per mole. The HOMO-LUMO gap is 5.792 eV.

=====

Strongest force on any atom for every record listed, in sequence, given in Eh/bohr: 0.011, 0.118, 0.084, 0.006, 0.074, 0.041, 0.035, 0.007.